Formula: C7H12O2S
Source: the OMol25 dataset
Level of theory: ωB97M-V/def2-TZVPD

Geometry as XYZ:
```
22
Properties=species:S:1:pos:R:3:nbo_charge:R:1
C 1.644 0.018 -1.979 -0.25
C 1.632 -0.228 -0.659 -0.31
C 0.871 2.249 0.340 -0.44
C 1.068 1.318 1.471 -0.47
C 0.976 0.749 0.127 0.01
C -1.001 -2.203 0.452 -0.64
C -2.110 -1.244 0.536 -0.51
O -1.294 -0.035 -1.864 -0.94
O -2.173 1.476 -0.065 -0.95
S -1.396 0.323 -0.454 1.84
H 2.211 -0.587 -2.626 0.19
H 1.246 0.757 -2.531 0.20
H 2.166 -1.039 -0.136 0.23
H -0.103 2.739 0.338 0.26
H 1.716 2.758 0.008 0.22
H 1.933 1.351 2.087 0.22
H 0.209 1.234 2.181 0.23
H -1.022 -2.599 -0.665 0.22
H -0.067 -1.686 0.655 0.22
H -1.310 -2.968 1.116 0.22
H -2.268 -0.803 1.623 0.22
H -2.928 -1.578 0.043 0.22
```

Results
E_tot ... -822.4041 Eh
Energy relative to the best compared isomer or geometry (same formula, charge and spin) ... 3.680 eV
Total charge ... 0
Spin multiplicity ... 1